This record from the OMol25 dataset describes a single C2H2Cl3F molecule in a non-equilibrium geometry. The level of theory is ωB97M-V/def2-TZVPD.

## Properties
* relative energy (zero: lowest compared OMol25 entry of this formula, charge and spin): 14.8 kcal/mol
* frontier orbital gap: 11.928 eV
* LUMO level: 0.611 eV
* total energy: -1557.827069 a.u.
* E_HOMO: -11.32 eV

Each line ends with the natural charge from an NBO analysis.
Atoms and positions in Å:
F1 0.11 -0.19 1.79  -0.35
C1 -0.42 0.24 0.61  0.14
Cl1 -2.12 -0.24 0.60  0.00
C2 0.58 -0.19 -0.52  -0.22
Cl2 0.69 -1.98 -0.86  0.01
Cl3 0.02 0.59 -2.12  -0.05
H1 -0.32 1.36 0.77  0.20
H2 1.48 0.41 -0.26  0.25